This record from the OMol25 dataset describes one molecule with the formula C7H13N at a distorted geometry. The level of theory is ωB97M-V/def2-TZVPD.

```
21
C7H13N (ωB97M-V/def2-TZVPD)
C -2.538 1.613 0.000
C -1.287 1.283 0.748
N -0.065 1.529 0.139
C 0.197 0.200 0.305
C 0.306 -0.960 -0.593
C -0.521 -2.209 -0.401
C 1.416 -0.605 0.434
C 2.753 -0.071 -0.035
H -2.520 2.665 -0.313
H -3.429 1.452 0.609
H -2.624 1.018 -0.914
H -1.331 1.136 1.817
H 0.513 2.363 0.088
H 0.563 -0.748 -1.632
H -0.010 -3.091 -0.796
H -0.724 -2.374 0.658
H -1.481 -2.117 -0.914
H 1.485 -1.294 1.273
H 3.240 0.514 0.750
H 3.428 -0.884 -0.317
H 2.630 0.579 -0.905
```

frontier orbital gap	8.930	eV
lowest unoccupied orbital energy	1.173	eV
total energy	-8956.0743	eV
highest occupied orbital energy	-7.757	eV
SMILES	C[C@@H]1NC12[C@H](C)[C@H]2C
energy above the lowest of the compared OMol25 structures with the same formula, charge and spin	89.0	kcal per mole

Here are the Mulliken charges for atoms 1 to 4, given in e:
1 C -1.13
2 C -0.05
3 N -0.25
4 C 0.02

This record from the OMol25 dataset describes C33H33BBrN14O2Rh as an isolated structure at a distorted geometry. The level of theory is ωB97M-V/def2-TZVPD.

```
85
C33H33BBrN14O2Rh (ωB97M-V/def2-TZVPD)
Rh -0.256 -1.718 0.999
B -0.110 -5.568 0.698
N -1.411 -4.816 0.634
C -2.590 -5.481 0.478
C -3.607 -4.567 0.496
C -2.958 -3.334 0.653
N -1.636 -3.496 0.740
N 1.116 -4.779 1.020
C 2.293 -5.422 1.325
C 3.242 -4.477 1.557
C 2.569 -3.252 1.353
N 1.294 -3.451 1.023
H -0.212 -6.480 1.500
H 0.074 -6.165 -0.358
H -2.618 -6.554 0.371
H -4.663 -4.751 0.397
H -3.405 -2.358 0.706
H 2.351 -6.498 1.362
H 4.275 -4.627 1.820
H 2.973 -2.260 1.450
C -3.145 0.704 -3.679
N -2.720 0.173 -2.383
C -1.648 -0.540 -2.029
N -1.663 -0.752 -0.722
C -2.796 -0.109 -0.322
N -3.458 0.452 -1.300
C -2.995 2.210 -3.706
C -4.101 3.040 -3.828
C -3.949 4.419 -3.778
C -2.699 4.982 -3.585
C -1.588 4.150 -3.463
C -1.739 2.768 -3.537
C -0.267 4.694 -3.211
N 0.111 5.927 -3.070
N 1.438 5.912 -2.777
C 1.812 4.669 -2.756
O 0.772 3.846 -3.026
C 3.100 4.096 -2.417
C 4.213 4.902 -2.184
C 5.405 4.316 -1.801
C 5.492 2.940 -1.628
C 4.387 2.135 -1.864
C 4.441 0.640 -1.631
N 3.381 0.226 -0.713
C 2.281 -0.497 -0.940
N 1.560 -0.555 0.169
C 2.281 0.188 1.055
N 3.389 0.666 0.553
C 3.197 2.715 -2.271
H -4.192 0.437 -3.807
H -2.556 0.221 -4.457
H -0.908 -0.907 -2.721
H -3.149 -0.051 0.693
H -5.085 2.608 -3.965
H -4.816 5.058 -3.877
H -2.564 6.053 -3.528
H -0.863 2.135 -3.455
H 4.122 5.974 -2.303
H 6.275 4.933 -1.618
H 6.426 2.494 -1.309
H 5.396 0.370 -1.185
H 4.311 0.084 -2.559
H 2.055 -0.977 -1.878
H 1.981 0.371 2.073
H 2.325 2.102 -2.468
C -1.397 2.642 2.564
C -1.497 1.148 2.481
N -2.448 0.567 3.232
O -0.729 0.493 1.764
H -2.334 3.104 2.869
H -1.086 3.038 1.600
H -0.628 2.897 3.297
H -3.027 1.103 3.856
H -2.533 -0.436 3.250
Br -0.122 0.427 6.586
C -0.250 -1.125 5.515
C -0.746 -2.320 6.009
C -0.810 -3.400 5.140
C -0.422 -3.235 3.823
N 0.032 -2.070 3.344
C 0.145 -1.046 4.188
H -1.061 -2.408 7.039
H -1.163 -4.362 5.484
H -0.462 -4.063 3.129
H 0.567 -0.124 3.812
```

total charge	+2
frontier orbital gap (alpha / beta)	7.498 / 3.085	eV
lowest unoccupied orbital energy (alpha / beta)	-4.799 / -9.213	eV
total energy	-133425.4060	eV
highest occupied orbital energy (alpha / beta)	-12.298 / -12.298	eV
energy above the lowest of the compared OMol25 structures with the same formula, charge and spin	11.7	kcal per mole
multiplicity	5
<S²>	6.015

Here are the Mulliken charges for atoms 1 to 4, given in e:
1 Rh 0.47
2 B 0.00
3 N -0.53
4 C -0.21